(1)
Here is the molecule C4H9NO2 from the OMol25 dataset. Energies are from ωB97M-V/def2-TZVPD.

Calculated values
Orbital gap ... 9.86 eV
Largest force on an atom ... 4.09 eV/Å
LUMO energy ... 0.0281 Ha
Structure (SMILES) ... O=CCCNCO
HOMO level ... -0.3344 Ha

ORCA input file:
```
! RIJCOSX wB97M-V def2-TZVPD def2/J DEFGRID3
* xyz 0 1
O -0.58506 1.55126 2.32606
C 0.00599 1.92330 1.29205
C 0.39979 0.78012 0.37254
C -0.59665 -0.41143 0.37564
N 0.04472 -1.59783 -0.17410
C 0.75450 -1.39888 -1.45671
O -0.02908 -0.49330 -2.24713
H 0.31909 2.96202 1.12882
H 1.27347 0.38939 0.88780
H 0.67171 1.08624 -0.69570
H -1.63771 -0.21688 0.04017
H -0.61310 -0.59698 1.43748
H -0.45309 -2.43999 -0.25683
H 1.00364 -2.39458 -1.86539
H 1.57952 -0.76704 -1.30581
H -0.92529 -0.65962 -2.28431
*
```


(2)
Here is the molecule C4H9NO2 from the OMol25 dataset. Energies are from ωB97M-V/def2-TZVPD.

Calculated values
Orbital gap ... 10.60 eV
Largest force on an atom ... 6.46 eV/Å
LUMO energy ... 0.0241 Ha
Structure (SMILES) ... CCCNC(=O)O
HOMO level ... -0.3653 Ha

ORCA input file:
```
! RIJCOSX wB97M-V def2-TZVPD def2/J DEFGRID3
* xyz 0 1
C -0.28701 -0.35008 -2.30929
C -0.62956 -0.60915 -0.93004
C 0.19612 0.14116 0.00038
N 0.31300 -0.47472 1.36217
C 0.40443 0.38029 2.46404
O 0.51742 0.05118 3.62513
O 0.25738 1.75131 2.21294
H 0.14230 0.65555 -2.66061
H 0.77385 -0.91689 -2.45199
H -0.81722 -0.63717 -3.14647
H -1.66999 -0.45967 -0.51462
H -0.60503 -1.94569 -0.94282
H -0.07103 1.28975 0.14820
H 1.18779 0.22087 -0.51750
H 0.75445 -1.35971 1.45051
H -0.46690 2.26298 2.20995
*
```


(3)
Here is a structure of composition C4H9NO2 from the OMol25 dataset. Energies are from ωB97M-V/def2-TZVPD.

Calculated values
Orbital gap ... 10.92 eV
Largest force on an atom ... 0.39 eV/Å
LUMO energy ... 0.0285 Ha
HOMO level ... -0.3727 Ha

ORCA input file:
```
! RIJCOSX wB97M-V def2-TZVPD def2/J DEFGRID3
* xyz 0 1
N -1.57668 -1.40726 -0.02850
C -1.15168 -0.39487 0.69658
O -1.10790 -0.79905 1.91099
C -0.69845 0.96179 0.25985
C 0.83585 1.04576 0.18493
C 1.46186 0.12129 -0.86153
O 1.49676 -1.23429 -0.47500
H -1.88454 -1.33490 -0.99122
H -1.57710 -1.81780 1.23968
H -1.13406 1.19728 -0.71817
H -1.07556 1.68905 0.98494
H 1.10370 2.08380 -0.04742
H 1.26280 0.80379 1.16447
H 0.94618 0.25464 -1.82924
H 2.50563 0.41333 -1.01462
H 0.59316 -1.58256 -0.47575
*
```


(4)
Here is the molecule C4H9NO2 from the OMol25 dataset. Energies are from ωB97M-V/def2-TZVPD.

Calculated values
Orbital gap ... 9.90 eV
Largest force on an atom ... 2.72 eV/Å
LUMO energy ... 0.0261 Ha
Structure (SMILES) ... CN[C@H](C)C(=O)O
HOMO level ... -0.3377 Ha

ORCA input file:
```
! RIJCOSX wB97M-V def2-TZVPD def2/J DEFGRID3
* xyz 0 1
C 0.00464 -2.17614 0.98395
N 0.40858 -0.79541 1.26594
C 0.58886 -0.03377 0.06046
C 1.42045 1.24995 0.38061
C -0.67232 0.48437 -0.64114
O -1.80447 0.09990 -0.63340
O -0.19586 1.24015 -1.68689
H 0.85263 -2.87872 0.99589
H -0.41738 -2.38888 -0.00392
H -0.64251 -2.55144 1.77555
H -0.31729 -0.42338 1.84558
H 1.08696 -0.52526 -0.77410
H 2.14080 1.05339 1.16535
H 1.82763 1.72017 -0.50538
H 0.71202 1.95516 0.83091
H -0.87300 1.41873 -2.29870
*
```


(5)
Here is a cluster of 2 separate species, C4H9NO2 in total from the OMol25 dataset. Energies are from ωB97M-V/def2-TZVPD.

Calculated values
Orbital gap ... 9.68 eV
Largest force on an atom ... 0.68 eV/Å
LUMO energy ... 0.0326 Ha
HOMO level ... -0.3231 Ha

ORCA input file:
```
! RIJCOSX wB97M-V def2-TZVPD def2/J DEFGRID3
* xyz 0 1
N 2.16198 -2.22498 1.63084
C 1.61135 -1.15332 1.06013
O 0.36047 -1.05021 1.54418
C 0.35841 1.68209 -0.03461
C -0.91329 1.47182 -0.37016
C -1.37405 0.37987 -1.29090
O -2.07262 0.99042 -2.36203
H 1.66729 -2.81215 2.29777
H 3.10996 -2.47045 1.40021
H 0.63985 2.48609 0.64105
H 1.16340 1.04274 -0.39431
H -0.01361 -0.24409 1.15358
H -1.70167 2.12109 0.00983
H -0.50777 -0.20207 -1.64129
H -2.03623 -0.30779 -0.73826
H -2.45345 0.29093 -2.90604
*
```


(6)
Here is a cluster of 2 separate species, C4H9NO2 in total from the OMol25 dataset. Energies are from ωB97M-V/def2-TZVPD.

Calculated values
Orbital gap ... 10.79 eV
Largest force on an atom ... 0.74 eV/Å
LUMO energy ... 0.0245 Ha
Structure (SMILES) ... CCN=C=O.CO
HOMO level ... -0.3721 Ha

ORCA input file:
```
! RIJCOSX wB97M-V def2-TZVPD def2/J DEFGRID3
* xyz 0 1
C -1.71890 0.88542 0.66985
C -1.83181 -0.56479 0.21858
N -0.52477 -1.20243 0.11423
C 0.29681 -1.54520 0.93388
O 1.16781 -1.91716 1.62775
H -1.11656 1.45889 -0.04107
H -2.71520 1.33396 0.74321
H -1.24329 0.94860 1.65455
H -2.45540 -1.14629 0.90667
H -2.29655 -0.62175 -0.76878
C 2.39820 0.49196 -0.91115
O 1.15694 0.62485 -1.56968
H 3.08521 -0.18785 -1.43790
H 2.86003 1.48239 -0.87937
H 2.29226 0.13439 0.12387
H 0.64523 -0.17496 -1.38463
*
```


(7)
Here is the molecule C4H9NO2 from the OMol25 dataset. Energies are from ωB97M-V/def2-TZVPD.

Calculated values
Orbital gap ... 10.71 eV
Largest force on an atom ... 0.40 eV/Å
LUMO energy ... 0.0304 Ha
Structure (SMILES) ... C[C@@H](O)CNC=O
HOMO level ... -0.3630 Ha

ORCA input file:
```
! RIJCOSX wB97M-V def2-TZVPD def2/J DEFGRID3
* xyz 0 1
C 0.71933 2.08232 0.37235
C -0.23331 0.92893 0.14553
O -0.53945 0.91499 -1.23362
C 0.40353 -0.39877 0.55642
N -0.44832 -1.53227 0.26902
C -0.35737 -2.30915 -0.84561
O -1.14504 -3.18512 -1.14069
H 1.00050 2.15743 1.42517
H 0.25429 3.02360 0.07327
H 1.62525 1.93511 -0.22369
H -1.14197 1.08122 0.75299
H -1.19951 0.22656 -1.38846
H 1.33213 -0.52093 -0.01147
H 0.66407 -0.39429 1.62086
H -1.23916 -1.73881 0.86670
H 0.52879 -2.06031 -1.45987
*
```


(8)
Here is the molecule C4H9NO2 from the OMol25 dataset. Energies are from ωB97M-V/def2-TZVPD.

Calculated values
Orbital gap ... 9.64 eV
Largest force on an atom ... 0.60 eV/Å
LUMO energy ... 0.0300 Ha
Structure (SMILES) ... N[C@]1(O)C[C@H]1CO
HOMO level ... -0.3242 Ha

ORCA input file:
```
! RIJCOSX wB97M-V def2-TZVPD def2/J DEFGRID3
* xyz 0 1
N 1.43269 -0.28605 1.92108
C 0.61240 -0.60307 0.78456
O 0.20032 -1.94059 0.78407
C 0.98800 0.09231 -0.46199
C -0.33408 0.48179 0.16393
C -1.46512 0.44778 -0.87126
O -1.08920 1.43626 -1.83229
H 1.46500 -1.03769 2.60228
H 2.38197 -0.04321 1.65774
H -0.75694 -1.90368 0.69379
H 1.80415 0.80553 -0.46004
H 0.88141 -0.49459 -1.36839
H -0.35574 1.40534 0.73722
H -1.56154 -0.53563 -1.36342
H -2.44996 0.70837 -0.45408
H -1.75336 1.46715 -2.53321
*
```


(9)
Here is the molecule C4H9NO2 from the OMol25 dataset. Energies are from ωB97M-V/def2-TZVPD.

Calculated values
Orbital gap ... 10.15 eV
Largest force on an atom ... 0.67 eV/Å
LUMO energy ... 0.0235 Ha
Structure (SMILES) ... CN(C=O)CCO
HOMO level ... -0.3496 Ha

ORCA input file:
```
! RIJCOSX wB97M-V def2-TZVPD def2/J DEFGRID3
* xyz 0 1
C 1.19469 -1.46036 -0.85096
N 0.44567 -0.26676 -0.50331
C 0.10745 0.61040 -1.49692
O 0.27565 0.39986 -2.67620
C -0.43713 -0.38541 0.66114
C -0.38998 0.82910 1.57697
O -1.05880 0.54980 2.79643
H 0.55574 -2.34709 -0.90183
H 1.64517 -1.33458 -1.82903
H 1.99791 -1.57507 -0.12415
H -0.29295 1.55548 -1.10508
H -0.05995 -1.22103 1.24440
H -1.47198 -0.58697 0.36862
H 0.64998 1.13283 1.72903
H -0.96094 1.65823 1.16232
H -0.61334 -0.18110 3.25126
*
```


(10)
Here is the molecule C4H9NO2 from the OMol25 dataset. Energies are from ωB97M-V/def2-TZVPD.

Calculated values
Orbital gap ... 10.52 eV
Largest force on an atom ... 1.23 eV/Å
LUMO energy ... 0.0308 Ha
Structure (SMILES) ... C[C@@H](C=O)NCO
HOMO level ... -0.3557 Ha

ORCA input file:
```
! RIJCOSX wB97M-V def2-TZVPD def2/J DEFGRID3
* xyz 0 1
C 0.93048 1.83879 0.92737
C 0.15947 0.77159 0.14834
C 1.05592 0.26911 -0.98030
O 0.91765 0.64783 -2.11456
N -0.12464 -0.36854 1.04373
C -0.66674 -1.57496 0.45037
O -2.05189 -1.54747 0.19579
H 0.46857 2.81644 0.77624
H 0.86949 1.65249 1.99081
H 1.98108 1.96879 0.66279
H -0.73960 1.21899 -0.27119
H 1.83395 -0.43520 -0.64501
H -0.78102 -0.05127 1.74688
H -0.06904 -1.79644 -0.43980
H -0.54460 -2.37566 1.17917
H -2.30204 -0.78106 -0.33626
*
```


(11)
Here is the molecule C4H9NO2 from the OMol25 dataset. Energies are from ωB97M-V/def2-TZVPD.

Calculated values
Orbital gap ... 9.94 eV
Largest force on an atom ... 0.50 eV/Å
LUMO energy ... 0.0331 Ha
Structure (SMILES) ... CNCC(=O)OC
HOMO level ... -0.3323 Ha

ORCA input file:
```
! RIJCOSX wB97M-V def2-TZVPD def2/J DEFGRID3
* xyz 0 1
C -2.56494 0.42786 -0.19727
N -1.76339 -0.70096 0.25323
C -0.51956 -0.31754 0.88189
C 0.65967 -0.29257 -0.07387
O 0.65347 -0.77821 -1.18195
O 1.73372 0.27960 0.48580
C 2.92484 0.21990 -0.30060
H -2.88393 1.01371 0.67137
H -3.47287 0.05539 -0.68112
H -2.05342 1.11066 -0.89694
H -1.53178 -1.28704 -0.54451
H -0.24956 -1.01822 1.68432
H -0.60657 0.66375 1.35913
H 3.69360 0.72574 0.28288
H 2.77695 0.71913 -1.26092
H 3.20378 -0.82120 -0.48144
*
```


(12)
Here is the molecule C4H9NO2 from the OMol25 dataset. Energies are from ωB97M-V/def2-TZVPD.

Calculated values
Orbital gap ... 10.49 eV
Largest force on an atom ... 3.64 eV/Å
LUMO energy ... 0.0295 Ha
Structure (SMILES) ... C[C@@H](O)CC(N)=O
HOMO level ... -0.3558 Ha

ORCA input file:
```
! RIJCOSX wB97M-V def2-TZVPD def2/J DEFGRID3
* xyz 0 1
C 0.22089 1.26856 -1.68780
C -0.43963 0.28628 -0.55832
O -0.48223 -0.99244 -1.17384
C 0.43895 0.30378 0.68019
C -0.01462 -0.54554 1.86888
N -0.24278 -1.85648 1.58342
O -0.09898 -0.07680 2.99307
H 1.29947 1.09823 -1.89613
H 0.12008 2.23835 -1.22793
H -0.27840 1.33301 -2.68415
H -1.45392 0.65853 -0.38126
H -0.05928 -0.43139 -1.87403
H 1.44160 -0.03604 0.38155
H 0.50079 1.33276 1.03604
H -0.61801 -2.43575 2.32237
H -0.33395 -2.14506 0.61795
*
```


(13)
Here is a cluster of 2 separate species, C4H9NO2 in total from the OMol25 dataset. Energies are from ωB97M-V/def2-TZVPD.

Calculated values
Orbital gap (spin up / spin down) ... 7.97 / 8.00 eV
Largest force on an atom ... 4.03 eV/Å
LUMO energy (spin up / spin down) ... -0.0182 / -0.0166 Ha
Structure (SMILES) ... C=C[C@@H](C)N.O=O
HOMO level (spin up / spin down) ... -0.3111 / -0.3107 Ha

ORCA input file:
```
! RIJCOSX wB97M-V def2-TZVPD def2/J DEFGRID3
* xyz 0 1
C -1.98090 1.16837 -0.33561
C -1.10216 0.48340 0.38491
C -0.24810 -0.59948 -0.16813
C 1.07854 0.13499 -1.12076
N 0.30253 -1.45431 0.79797
H -2.47896 2.03529 0.06942
H -2.09586 1.01196 -1.39967
H -0.92967 0.72825 1.42325
H -0.77087 -1.17657 -0.93787
H 2.07862 0.21923 -0.71553
H 0.82973 1.08405 -1.58069
H 1.12979 -0.63464 -1.88908
H 0.04881 -1.38527 1.78597
H 0.92950 -2.17262 0.46503
O 1.55643 0.85149 1.33249
O 1.65258 -0.29414 1.88829
*
```


(14)
Here is the molecule C4H9NO2 from the OMol25 dataset. Energies are from ωB97M-V/def2-TZVPD.

Calculated values
Orbital gap ... 9.77 eV
Largest force on an atom ... 0.57 eV/Å
LUMO energy ... 0.0282 Ha
Structure (SMILES) ... CNCC(=O)OC
HOMO level ... -0.3307 Ha

ORCA input file:
```
! RIJCOSX wB97M-V def2-TZVPD def2/J DEFGRID3
* xyz 0 1
C 2.43393 -0.57693 -0.68923
N 1.27727 0.27061 -0.92785
C 0.27813 0.26483 0.11114
C -1.04817 -0.35394 -0.30930
O -1.19670 -0.97279 -1.33183
O -2.07839 -0.20929 0.55228
C -2.00014 0.72255 1.63411
H 2.79317 -0.39166 0.32697
H 3.25186 -0.30280 -1.36411
H 2.24803 -1.65761 -0.79428
H 0.83242 0.04451 -1.81086
H 0.08625 1.28366 0.47031
H 0.61678 -0.31535 0.98390
H -2.70768 0.37640 2.38850
H -2.29716 1.71903 1.28419
H -1.00970 0.77952 2.09702
*
```


(15)
Here is the molecule C4H9NO2 from the OMol25 dataset. Energies are from ωB97M-V/def2-TZVPD.

Calculated values
Orbital gap ... 10.35 eV
Largest force on an atom ... 0.65 eV/Å
LUMO energy ... 0.0260 Ha
Structure (SMILES) ... NC(=O)CCCO
HOMO level ... -0.3544 Ha

ORCA input file:
```
! RIJCOSX wB97M-V def2-TZVPD def2/J DEFGRID3
* xyz 0 1
N 1.91295 0.13087 1.48070
C 1.24917 -0.99262 1.07403
O 1.32236 -2.01575 1.73287
C 0.45840 -0.92500 -0.22774
C -0.98736 -0.34471 -0.08493
C -1.36026 0.73535 -1.08465
O -0.64775 1.93231 -0.83089
H 2.27471 0.03114 2.41494
H 1.63839 1.04218 1.14366
H 1.01009 -0.35344 -0.99586
H 0.40144 -1.96977 -0.55661
H -1.75106 -1.11769 -0.18986
H -1.15424 0.07846 0.91297
H -1.14967 0.40314 -2.10664
H -2.45154 0.89278 -1.05349
H -0.76562 2.47275 -1.62851
*
```


The calculation returns the following ΔE to the lowest compared entry with this formula, charge and spin values, one per record and in order: 273.2 301.7 245.0 134.2 317.5 143.4 79.5 260.0 148.3 187.8 115.7 161.3 770.9 157.8 72.0 kJ/mol.